40
Properties=species:S:1:pos:R:3:lowdin_charge:R:1 method="wB97M-V/def2-TZVPD" relative_energy_kcal_mol=17.7 energy_ha=-804.59624 total_charge=+1 e_homo_ev=-12.576 lumo_ha=-0.08408
C -0.95777 1.79824 1.36489 -0.244
N -0.06120 0.95178 2.15357 0.027
C -0.29110 2.29876 0.11773 -0.139
N 0.02312 1.18210 -0.81300 0.043
C 0.50682 1.67849 -2.15540 -0.174
C -0.65403 2.19122 -2.96554 -0.077
H -1.95778 1.36534 1.27339 0.102
H -1.14408 2.68237 1.98225 0.125
H -0.32612 -0.01934 2.09572 0.069
H -0.11357 1.21666 3.12753 0.078
H -0.86848 3.01424 -0.44008 0.120
H 0.65411 2.76586 0.37925 0.112
H 0.77766 0.63727 -0.38641 0.109
H -0.75444 0.56576 -1.07589 0.110
H 0.96343 0.78183 -2.57218 0.129
H 1.29028 2.43721 -2.14846 0.132
H -1.02628 3.18178 -2.70994 0.080
H -0.46574 2.22243 -4.04134 0.090
H -1.50962 1.50875 -2.98293 0.085
H 4.03673 -1.53892 3.07935 0.057
H 3.25509 -2.88565 3.04892 0.064
O 3.56573 -2.15017 2.50689 -0.039
H -2.25186 -3.82921 -0.74872 0.066
H -0.68487 -3.49284 -0.79029 0.016
O -1.55753 -3.24396 -0.43463 -0.055
H 1.55850 -1.98875 0.40371 0.020
H 2.81598 -1.40330 0.85547 0.020
O 2.06091 -1.16760 0.28283 -0.077
H -4.97210 -0.40963 1.24574 0.069
H -3.95527 -1.52761 1.35220 0.061
O -4.02473 -0.56489 1.34193 -0.043
H 2.55688 1.17228 1.22319 0.036
H 3.54293 1.96229 0.39388 0.066
O 2.59162 1.79586 0.48064 -0.058
H 1.89136 -4.21760 -0.89900 0.083
H 1.44231 -2.80822 -1.17546 0.054
O 1.13280 -3.63456 -0.77239 -0.045
H -2.09811 -1.58403 -0.79787 0.006
H -2.80954 -0.33266 -0.05514 0.004
O -2.18202 -0.61160 -0.74442 -0.083